Density functional theory data (ωB97M-V/def2-TZVPD) for 8 unconnected molecules or ions with the total composition C49H56F3IN7O6S.

Output
Total charge: -1
Energy in eV: -101521.4789
Gap between HOMO and LUMO in eV: 7.50

Structure (XYZ):
```
123
Properties=species:S:1:pos:R:3:forces:R:3
C -3.8095 -1.0452 -0.1722 1.55 -0.06 -0.20
C -2.5644 -1.1253 -1.2049 -0.50 -0.37 0.20
C -2.5977 -0.0121 -2.3541 -0.13 -0.45 0.59
C -2.4365 1.5070 -1.7825 -0.29 -0.35 -1.82
C -1.0972 2.1393 -2.4185 0.07 0.03 0.95
C -0.3519 3.1946 -1.4309 -0.86 0.50 -1.32
C 1.2339 3.0072 -1.3577 -1.35 0.57 0.13
C 1.7464 1.9796 -0.2202 2.37 1.00 -0.65
C 0.7611 1.5886 0.9786 -1.20 -0.41 1.38
F 0.4173 2.8254 1.6327 0.30 -2.79 -1.46
F -0.4175 0.9221 0.6071 2.64 1.82 0.91
F 1.3555 0.8017 1.9983 -1.18 1.76 -2.59
O 2.7069 2.8567 0.4992 1.93 -0.91 0.97
S 4.1150 2.0873 1.0534 -0.21 -0.70 1.05
O 5.2831 2.8342 0.4782 -3.49 -2.24 1.18
O 4.1288 1.8350 2.5336 -0.03 0.99 -4.32
O 3.7190 0.5991 0.3392 0.26 3.02 1.21
C 2.7827 0.8443 -0.7894 -0.20 -0.58 0.87
C 3.8281 1.2730 -1.9327 -0.34 0.48 -1.48
C 3.8025 0.4108 -3.2792 2.65 -0.17 0.07
C 4.3995 -1.0975 -3.1036 -1.96 -0.11 -0.06
I 1.9051 0.4563 -4.3714 0.99 -0.06 0.41
C 2.0283 -0.5687 -0.8598 -2.76 -5.61 -1.29
O 2.6729 -1.5785 -0.3884 -0.70 3.45 -0.89
O 0.7967 -0.8025 -1.4061 4.70 3.11 1.83
H -3.8586 -2.0724 0.3401 -0.40 1.49 -0.71
H -4.7729 -0.7482 -0.7041 1.15 -0.56 0.92
H -3.5516 -0.2967 0.6666 -0.61 -1.05 -1.52
H -2.5628 -2.1588 -1.7215 -0.06 1.53 0.76
H -1.6184 -1.0954 -0.5588 -1.07 0.17 -1.31
H -3.5970 -0.1172 -2.9306 1.43 0.16 0.98
H -1.7801 -0.2823 -3.1099 -1.05 0.69 1.13
H -2.4840 1.5510 -0.6457 0.21 -0.13 -1.53
H -3.3354 2.0833 -2.2266 1.31 -0.65 1.03
H -1.3751 2.6638 -3.4093 0.63 -1.02 1.50
H -0.3787 1.2727 -2.5968 -0.96 1.16 0.11
H -0.5376 4.2331 -1.9080 0.42 -1.46 0.94
H -0.8960 3.2103 -0.4319 1.05 -0.04 -1.14
H 1.6790 4.0511 -1.1411 -0.51 -1.90 0.02
H 1.5874 2.7395 -2.4108 -0.41 -0.08 1.65
H 4.9029 1.1869 -1.5192 -1.89 -0.10 -0.53
H 3.7373 2.3801 -2.2555 -0.16 -1.71 0.73
H 4.5571 0.9226 -3.9914 -1.48 -0.53 1.11
H 4.9353 -1.4510 -4.0467 -0.55 0.72 1.29
H 3.4652 -1.7681 -2.9939 1.73 0.78 0.15
H 5.0358 -1.1958 -2.1582 -0.89 0.23 -1.43
N -6.9504 -3.8895 0.5542 0.15 -0.49 0.54
C -6.1046 -4.9333 0.4933 -0.38 0.54 -0.02
C -5.7519 -5.7044 1.5888 -0.04 0.04 0.08
C -6.2979 -5.3810 2.8215 0.01 -0.05 0.10
C -7.1718 -4.3087 2.9145 0.07 -0.12 -0.02
C -7.4653 -3.6011 1.7603 0.13 0.02 -0.63
H -5.7011 -5.1451 -0.4906 0.11 -0.06 0.14
H -5.0670 -6.5362 1.4807 -0.01 0.07 -0.02
H -6.0447 -5.9602 3.7029 0.00 0.05 -0.05
H -7.6155 -4.0286 3.8618 0.02 0.03 -0.06
H -8.1460 -2.7559 1.7814 0.05 -0.01 0.07
N -5.5320 -0.3344 2.0657 -0.55 0.34 0.86
C -5.3756 -1.1093 3.1486 0.02 0.11 -0.59
C -5.6726 -0.7013 4.4393 -0.07 0.16 0.08
C -6.1572 0.5857 4.6247 -0.02 0.01 0.06
C -6.3267 1.4098 3.5207 0.02 -0.07 0.10
C -6.0029 0.9051 2.2712 0.20 -0.51 -0.20
H -4.9909 -2.1049 2.9514 0.01 0.00 0.10
H -5.5282 -1.3721 5.2773 0.05 -0.01 -0.07
H -6.4002 0.9432 5.6196 0.02 -0.02 -0.05
H -6.7016 2.4202 3.6284 0.02 -0.04 -0.03
H -6.1204 1.5092 1.3766 0.01 0.03 0.04
N -6.4780 -4.4596 -4.2056 -0.39 0.51 0.06
C -6.8797 -4.0685 -2.9853 0.25 -0.27 -0.53
C -7.6632 -2.9501 -2.7529 -0.15 0.19 -0.06
C -8.0543 -2.1854 -3.8421 -0.01 0.01 -0.01
C -7.6518 -2.5655 -5.1148 -0.03 0.02 0.12
C -6.8715 -3.7031 -5.2422 0.24 -0.39 0.33
H -6.5468 -4.6952 -2.1674 -0.11 0.11 -0.05
H -7.9593 -2.6841 -1.7461 0.13 -0.09 -0.01
H -8.6670 -1.3015 -3.7009 0.04 -0.05 0.00
H -7.9381 -1.9915 -5.9875 0.03 -0.04 0.02
H -6.5346 -4.0431 -6.2165 -0.02 0.06 0.00
N -2.0817 0.8482 -5.6968 -0.11 -0.15 -0.72
C -3.2962 0.5745 -6.1976 0.45 0.15 0.36
C -3.5155 0.1420 -7.4958 0.12 -0.01 -0.08
C -2.4176 -0.0142 -8.3295 0.01 -0.02 -0.07
C -1.1506 0.2636 -7.8374 -0.14 -0.04 -0.08
C -1.0371 0.6871 -6.5229 -0.37 0.12 0.49
H -4.1226 0.7150 -5.5081 -0.01 -0.04 -0.03
H -4.5189 -0.0668 -7.8460 0.03 0.01 0.04
H -2.5480 -0.3497 -9.3528 0.01 0.02 0.06
H -0.2714 0.1530 -8.4599 -0.02 0.00 0.07
H -0.0666 0.9132 -6.0906 -0.13 0.03 -0.19
N 9.1210 3.8668 1.3502 0.06 -0.50 0.46
C 10.1806 3.2450 1.8928 -0.36 0.30 -0.28
C 10.0849 2.1303 2.7100 -0.06 -0.02 0.01
C 8.8215 1.6270 2.9891 -0.04 -0.02 0.03
C 7.7090 2.2508 2.4433 0.12 -0.15 0.13
C 7.9099 3.3584 1.6347 0.47 0.52 -0.24
H 11.1456 3.6777 1.6481 0.02 -0.06 0.04
H 10.9747 1.6673 3.1187 -0.01 0.05 -0.03
H 8.7054 0.7566 3.6259 0.00 0.04 -0.04
H 6.7089 1.8855 2.6405 0.03 0.07 -0.04
H 7.0738 3.8774 1.1828 0.07 -0.11 0.11
N 12.5070 4.2168 6.8491 -0.18 0.42 -0.44
C 13.2142 5.3076 6.5143 -0.21 -0.49 0.22
C 12.8074 6.2284 5.5623 -0.10 -0.05 -0.04
C 11.6009 6.0110 4.9124 -0.04 0.06 -0.06
C 10.8506 4.8906 5.2375 0.02 0.12 -0.04
C 11.3428 4.0312 6.2065 0.47 -0.04 0.35
H 14.1514 5.4322 7.0473 -0.01 0.05 -0.04
H 13.4183 7.0931 5.3343 -0.01 -0.05 0.03
H 11.2486 6.7082 4.1599 0.01 -0.06 0.04
H 9.9048 4.6896 4.7497 0.05 -0.03 0.01
H 10.7907 3.1434 6.4978 -0.03 0.04 -0.06
N -2.9040 -3.5954 4.0357 0.39 -0.20 -0.47
C -2.7268 -4.9042 3.7911 -0.14 0.56 0.16
C -1.8335 -5.4001 2.8554 0.00 0.11 -0.01
C -1.0784 -4.4951 2.1229 0.07 -0.05 -0.09
C -1.2408 -3.1375 2.3523 0.04 -0.01 -0.04
C -2.1575 -2.7398 3.3128 -0.39 -0.34 0.40
H -3.3416 -5.5729 4.3858 0.04 -0.04 -0.02
H -1.7307 -6.4675 2.7025 -0.02 0.03 0.02
H -0.3696 -4.8448 1.3804 -0.04 0.08 0.03
H -0.6677 -2.4039 1.7981 -0.02 -0.02 0.00
H -2.3175 -1.6884 3.5304 0.04 -0.02 -0.08
```
Positions in Å, forces in eV/Å.

Results of the Löwdin charge analysis, in e, for atoms 1 through 99: atom 1 (C): -0.148, atom 2 (C): -0.259, atom 3 (C): -0.214, atom 4 (C): -0.185, atom 5 (C): -0.208, atom 6 (C): -0.183, atom 7 (C): -0.082, atom 8 (C): -0.179, atom 9 (C): -0.317, atom 10 (F): 0.059, atom 11 (F): 0.094, atom 12 (F): 0.096, atom 13 (O): -0.219, atom 14 (S): 0.833, atom 15 (O): -0.301, atom 16 (O): -0.285, atom 17 (O): -0.204, atom 18 (C): -0.235, atom 19 (C): -0.157, atom 20 (C): -0.702, atom 21 (C): -0.150, atom 22 (I): 0.954, atom 23 (C): -0.525, atom 24 (O): -0.054, atom 25 (O): -0.167, atom 26 (H): 0.060, atom 27 (H): 0.069, atom 28 (H): 0.055, atom 29 (H): 0.106, atom 30 (H): 0.081, atom 31 (H): 0.095, atom 32 (H): 0.091, atom 33 (H): 0.091, atom 34 (H): 0.100, atom 35 (H): 0.106, atom 36 (H): 0.031, atom 37 (H): 0.111, atom 38 (H): 0.097, atom 39 (H): 0.139, atom 40 (H): 0.074, atom 41 (H): 0.131, atom 42 (H): 0.127, atom 43 (H): 0.074, atom 44 (H): 0.069, atom 45 (H): 0.068, atom 46 (H): 0.089, atom 47 (N): 0.077, atom 48 (C): -0.143, atom 49 (C): -0.071, atom 50 (C): -0.088, atom 51 (C): -0.083, atom 52 (C): -0.157, atom 53 (H): 0.086, atom 54 (H): 0.102, atom 55 (H): 0.102, atom 56 (H): 0.102, atom 57 (H): 0.104, atom 58 (N): 0.060, atom 59 (C): -0.157, atom 60 (C): -0.070, atom 61 (C): -0.089, atom 62 (C): -0.082, atom 63 (C): -0.143, atom 64 (H): 0.085, atom 65 (H): 0.102, atom 66 (H): 0.100, atom 67 (H): 0.097, atom 68 (H): 0.105, atom 69 (N): 0.055, atom 70 (C): -0.141, atom 71 (C): -0.068, atom 72 (C): -0.085, atom 73 (C): -0.088, atom 74 (C): -0.164, atom 75 (H): 0.067, atom 76 (H): 0.088, atom 77 (H): 0.102, atom 78 (H): 0.095, atom 79 (H): 0.097, atom 80 (N): 0.080, atom 81 (C): -0.145, atom 82 (C): -0.081, atom 83 (C): -0.089, atom 84 (C): -0.071, atom 85 (C): -0.170, atom 86 (H): 0.100, atom 87 (H): 0.096, atom 88 (H): 0.101, atom 89 (H): 0.102, atom 90 (H): -0.029, atom 91 (N): 0.053, atom 92 (C): -0.180, atom 93 (C): -0.098, atom 94 (C): -0.079, atom 95 (C): -0.058, atom 96 (C): -0.145, atom 97 (H): 0.096, atom 98 (H): 0.097, atom 99 (H): 0.104